Entry 1:
Entry from OMol25: a molecular structure, C16H15AuClN5O4 in a non-equilibrium geometry (the ωB97M-V functional and the def2-TZVPD basis).

Output
E_HOMO (spin up / spin down)	-0.5560 / -0.5538	hartree

Geometry as ORCA input:
```
! RIJCOSX wB97M-V def2-TZVPD def2/J DEFGRID3
* xyz 2 3
H 2.06526 -2.44196 2.01144
O -3.23784 -4.11507 0.60674
O -2.04300 -2.46422 -0.55594
H 3.61681 -0.48422 1.06046
C 1.59774 -0.57163 2.69068
N 1.84780 -1.53552 1.60714
C 2.03962 0.36094 -2.57856
C 0.80199 -0.14792 -2.11738
O -2.02928 -4.68141 -1.32345
N -0.48203 -0.04051 1.50101
H 0.52755 1.85255 3.83085
H 3.08367 1.26032 -4.24084
C -1.45542 0.90793 1.48769
H 3.43409 -2.08928 0.34118
H -1.82992 3.56594 3.60713
C -1.13618 1.85133 2.49330
C 2.31022 -0.60437 -0.62089
C 0.95324 1.11883 -4.54867
C -0.27320 0.63608 -4.08036
H 3.95555 0.23807 -1.64509
H -1.30235 -0.36343 -2.45525
N 1.03448 -0.74939 -0.92074
N 2.96377 0.04425 -1.59859
C 2.88801 -1.18189 0.62819
C -3.12948 3.02987 1.97084
C -2.59940 1.03829 0.70145
C -3.43092 2.10987 0.96123
C 2.13155 0.96069 -3.82653
C 0.41023 0.28869 2.41429
H -2.78652 0.32472 -0.08621
H -3.79414 3.86689 2.12670
N 0.05145 1.41453 3.05440
C -0.36950 -0.00108 -2.85880
O -0.89162 -4.03330 0.62553
Cl -2.12952 -3.92042 -0.18253
C -2.00135 2.89887 2.77420
H 1.38980 -1.11970 3.61807
H -1.15876 0.78359 -4.67971
H 0.98152 1.63112 -5.49914
H -4.31961 2.25602 0.36617
Au -0.16417 -1.94998 0.46784
H 2.47987 0.05592 2.87213
*
```

Entry 2:
Entry from OMol25: a molecular structure, C16H15BiN2O2S2Se in a non-equilibrium geometry (the ωB97M-V functional and the def2-TZVPD basis).

Output
E_HOMO	-0.2926	hartree
ΔE to the lowest compared entry with this formula, charge and spin	22.1	kcal/mol

Geometry as ORCA input:
```
! RIJCOSX wB97M-V def2-TZVPD def2/J DEFGRID3
* xyz 0 1
C -6.15857 0.85805 -0.07065
O 1.48013 0.85115 -2.59435
C 2.65563 4.62725 0.62115
C -4.52247 -0.56635 -1.08655
H 1.39303 -5.37185 0.07205
C 1.28823 2.78095 -0.09095
H 4.29563 2.71025 -1.62105
C 1.64883 -2.53085 1.00835
H 0.73153 -4.00675 2.11335
Bi -0.00207 -0.36995 -0.66295
C 3.50423 3.05935 -0.97455
C 2.91633 -3.85275 -0.37475
C 2.31833 2.34175 -0.92055
C 3.67793 4.20005 -0.20965
H 2.75853 -5.39125 1.20325
C 1.46423 3.92785 0.67445
C -4.22617 0.18635 1.18765
H 2.77503 -1.63295 -0.46395
S 0.92153 -1.15865 1.69185
H -4.16187 -1.14885 -1.92125
C -5.71387 0.13035 -1.16145
S -0.31897 1.99785 0.05725
H 2.78693 5.50595 1.23515
H 2.67723 -4.06405 -1.42095
C -5.42137 0.87915 1.10215
H -5.78607 1.42515 1.96045
H -7.08317 1.41105 -0.13615
N 1.44093 -3.77285 1.44015
H 4.60543 4.75165 -0.25405
N 2.48393 -2.51445 -0.01605
H 0.65863 4.25295 1.31535
C 2.15173 1.00145 -1.56935
H 3.99623 -3.95035 -0.23435
C 2.11743 -4.74555 0.59965
C -3.79077 -0.53025 0.08705
H -6.29927 0.09075 -2.06845
H -3.64067 0.18785 2.09485
Se -2.16597 -1.60305 0.22215
O 2.54353 0.03375 -0.83415
*
```

Entry 3:
Entry from OMol25: a molecular structure, C16H15Cl2CrN2O6S2 in a non-equilibrium geometry (the ωB97M-V functional and the def2-TZVPD basis).

Output
E_HOMO (spin up / spin down)	-0.0289 / -0.0258	hartree
ΔE to the lowest compared entry with this formula, charge and spin	66.8	kcal/mol

Geometry as ORCA input:
```
! RIJCOSX wB97M-V def2-TZVPD def2/J DEFGRID3
* xyz -2 2
C 3.30369 -1.26924 -1.43783
H 1.91655 2.47805 2.10683
C -5.06790 0.21241 0.56992
Cl 1.84974 3.16001 -0.14167
H -0.97266 2.16570 -1.18380
S -0.88165 -0.32071 2.34915
N 1.24541 -0.02330 -0.87218
H 4.71036 -1.51023 -4.52424
C 4.18803 -1.63058 -2.43871
H 5.04697 -2.24128 -2.18826
O -7.28957 1.07869 0.59082
O 2.37647 0.22303 3.34940
C -4.71636 0.78462 1.79987
C 1.65027 -2.06344 1.39005
Cr 1.42554 -0.14290 1.27211
H -4.25026 -0.94321 -1.09251
C 4.00114 -1.21750 -3.75907
O 3.66468 0.15069 1.40732
N -0.72635 1.23842 -0.87428
C -2.80200 -0.63667 0.39836
C -6.44189 0.38278 0.08272
O -6.79172 -0.32724 -1.03609
H 0.28070 2.58212 1.52346
S 0.59116 0.91157 -3.20825
C 0.36302 0.70992 -1.47800
Cl 3.75309 0.17801 2.87217
C 2.91528 -0.42539 -4.09753
C -4.06842 -0.49651 -0.11706
C 1.25337 2.12136 1.31297
C 2.02809 -0.06534 -3.09481
O 4.41599 -0.99963 3.34705
H 2.76569 -0.09242 -5.11744
H -5.47169 1.34365 2.33810
H 3.42848 -1.57178 -0.40718
H -3.19785 1.09528 3.27097
C 2.20565 -0.47843 -1.76729
H -6.04169 -0.87368 -1.29526
H 2.60703 -2.58150 1.56239
H -0.63786 1.16511 0.14272
O 4.46683 1.34568 3.29542
C -2.43669 -0.07622 1.64438
H -2.04809 -1.18505 -0.15164
H 0.83916 -2.80057 1.33855
C -3.44978 0.64571 2.31837
*
```

Entry 4:
Entry from OMol25: 2 unconnected molecules or ions with the total composition C16H15Cl2F3I2N3O2PS2 in a non-equilibrium geometry (the ωB97M-V functional and the def2-TZVPD basis).

Output
E_HOMO	-0.3349	hartree
SMILES	C[C@@H](I)[C@H](I)c1cc2nc(S)c([PH2]=S)nc2c(CCF)c1N(C(=O)F)C(=O)F.ClCCl

Geometry as ORCA input:
```
! RIJCOSX wB97M-V def2-TZVPD def2/J DEFGRID3
* xyz 0 1
C -0.68253 -1.46931 0.07005
C -3.24188 0.82902 -1.18590
C -1.61826 -2.59843 0.61620
H 1.95240 1.63504 1.28140
H -3.61677 -1.93557 1.37987
F 0.89631 -5.08562 0.78417
C 3.18643 -0.55183 -0.37735
Cl 2.02472 5.55878 -0.01759
I 5.19425 -0.74253 2.01705
O 1.41996 -4.02631 -1.06156
H 3.14624 1.45382 2.61263
N -1.01921 1.96909 -1.76733
N -2.71476 -0.27506 -0.61571
C 1.50352 4.62881 -1.42672
H 1.60461 1.51679 -1.48710
I 4.04900 -0.07901 -2.31994
H -1.05940 -3.47851 1.03010
O 2.27133 -3.14377 2.85792
H 4.22210 1.28613 0.37683
S -3.26564 3.35308 -2.47547
P -5.12425 0.99748 -1.30956
F -2.08117 -0.96869 2.47218
C 1.34607 -2.76498 2.21755
N 1.49985 -2.68334 0.77258
H 2.02531 0.04395 2.27341
H -2.27732 -3.01453 -0.20322
C 0.96362 0.68742 -1.05890
C 0.75643 -1.57566 0.16497
H -2.67869 -2.95989 2.51033
H 1.44574 5.29198 -2.28583
C -1.33219 -0.27832 -0.57701
C -2.57894 -2.09345 1.78907
C 2.60262 0.88427 1.80465
C 3.73753 0.36971 0.80491
C 1.60550 -0.46330 -0.42346
C -0.53626 0.81609 -1.15699
C -2.37912 1.92404 -1.73075
S -6.04499 -0.55823 -0.60360
H -2.41591 4.43507 -2.43578
H -5.48487 1.34506 -2.64634
Cl 2.63729 3.32124 -1.78953
F 0.21193 -2.39590 2.89225
C 1.26980 -3.93837 0.11179
H 3.51365 -1.60524 -0.15434
H 0.52508 4.19821 -1.22439
H -5.45909 2.14075 -0.50551
*
```

Entry 5:
Entry from OMol25: 2 unconnected molecules or ions with the total composition C16H15Cl2N3O3 in a non-equilibrium geometry (the ωB97M-V functional and the def2-TZVPD basis).

Output
E_HOMO	-0.2710	hartree
SMILES	N#CC1=C(C#N)C(=O)C(Cl)=C(Cl)C1=O.CC(C)=CN1CCOCC1
ΔE to the lowest compared entry with this formula, charge and spin	86.4	kcal/mol

Geometry as ORCA input:
```
! RIJCOSX wB97M-V def2-TZVPD def2/J DEFGRID3
* xyz 0 1
H -1.68827 3.79213 -1.25953
H 0.55125 2.36170 -5.15356
H -1.78132 2.52695 -0.01890
H -2.69430 0.10198 -3.83232
C -2.04453 2.77618 -1.06028
C -2.35896 0.63703 -4.72586
O -0.90368 2.13178 1.60810
H -0.84277 3.25199 -3.45251
H -2.33392 -0.17007 -1.94881
N -1.14673 1.40977 -4.40312
H -0.56384 -0.16049 -2.04730
C -0.39771 1.97211 -5.54202
C 0.32243 1.91358 1.62557
C 0.93695 3.50658 -0.23196
N 0.76380 4.44016 -0.91637
C 2.46214 1.78238 0.41719
H -1.48183 -1.19712 -5.45242
H -3.01553 -0.70964 -6.27873
C 3.28973 2.14298 -0.68152
C 2.12087 0.47407 2.53955
H -3.18064 1.30589 -5.06163
C 2.96914 0.75582 1.34923
C -1.42952 0.35811 -1.61881
H -0.96187 2.79912 -6.01932
H 0.24224 1.29807 -7.49518
C 0.90752 1.07573 2.69937
C -2.06822 -0.34732 -5.85279
O -1.39510 0.26551 -6.95138
H -3.14504 2.78413 -1.14469
O 4.07167 0.24728 1.16692
H -1.38040 0.25633 -0.52910
Cl 2.76146 -0.57184 3.70874
N 3.95952 2.44187 -1.59382
C 1.23651 2.37672 0.57424
Cl -0.07126 0.84569 4.07243
C -1.14913 2.21153 -3.28535
C -0.15949 0.87269 -6.56470
H 0.54533 0.13312 -6.13713
C -1.46116 1.79796 -2.00950
*
```

Entry 6:
Entry from OMol25: a molecular structure, C16H15ClIrN5O4 in a non-equilibrium geometry (the ωB97M-V functional and the def2-TZVPD basis).

Output
E_HOMO	-0.5510	hartree

Geometry as ORCA input:
```
! RIJCOSX wB97M-V def2-TZVPD def2/J DEFGRID3
* xyz 2 1
N 0.30074 1.11374 -1.45245
O -0.05556 -2.81249 -1.71848
H -3.44219 -1.29808 3.66942
C -1.89309 -1.05393 2.23157
H 3.17435 0.14795 -2.58138
H 3.16833 -2.23185 0.01146
H -3.28601 4.05405 -1.43900
C 0.34997 3.22403 -2.23159
O -2.13748 -4.02582 -1.96163
O -1.15818 -3.69593 0.17462
C 2.62109 0.39238 -1.67505
H 3.27046 -0.55773 0.55704
C -1.59641 -2.11142 4.40348
C -0.54508 -1.30977 2.00796
C -0.25810 -2.36353 4.18527
C -0.46742 2.26853 -1.63262
C 2.59005 -1.32581 0.18831
H 2.33436 -2.46110 2.84890
C -1.79931 2.53382 -1.33478
C -1.42809 4.75579 -2.25406
H 3.33081 0.79573 -0.95200
N 1.60386 2.62189 -2.36855
C -2.39872 -1.46926 3.44473
N 1.52350 -2.06295 2.39814
C -0.10837 4.49364 -2.55974
C 1.49255 -1.51701 1.18481
H 2.42495 3.04816 -2.77279
C 1.52953 1.38572 -1.88123
N 1.97986 -0.84105 -1.10814
H 0.35806 -2.85543 4.92506
H -1.83771 5.72972 -2.48265
N 0.28410 -1.03977 0.91873
C -2.25882 3.79428 -1.65355
C 0.24878 -1.94939 2.95951
H -2.51367 -0.56779 1.49210
Ir -0.10470 -0.80544 -0.98583
H 2.07434 -1.59230 -1.78982
H -2.44133 1.79056 -0.88108
Cl -1.38744 -3.21043 -1.12503
O -2.02334 -1.80927 -1.06985
H -2.04329 -2.41596 5.33952
H 0.52466 5.23352 -3.02931
*
```